(w)
The following is a DFT calculation (ωB97M-V with the def2-TZVPD basis set) of an isolated ion of composition C9H13N3 and charge +2.

Results
Lowest unoccupied orbital energy (alpha / beta), eV: -7.5 / -8.9
Multiplicity: 1
Charge: +2

Last column: natural (NBO) charge in e.
Element x y z (Å)
C: 4.71 0.93 -0.42  -0.083
C: 4.84 -0.38 -0.07  -0.204
C: 3.44 1.55 -0.42  -0.297
C: -0.04 -1.16 0.37  -0.088
C: 3.66 -1.10 0.25  0.075
C: -0.89 -0.17 0.00  0.026
C: 2.35 0.74 -0.23  0.418
C: -3.23 -0.41 -0.94  -0.634
C: -2.23 0.58 -0.28  -0.127
N: 1.32 -1.33 0.43  -0.390
N: 2.47 -0.52 0.27  -0.186
N: -2.78 0.94 1.06  -0.688
H: 5.61 1.52 -0.47  0.273
H: 5.83 -0.92 0.12  0.295
H: 3.30 2.58 -0.51  0.277
H: -0.51 -1.86 1.04  0.257
H: 3.80 -2.13 0.71  0.266
H: -3.18 -1.25 -0.26  0.213
H: -4.19 -0.01 -1.29  0.268
H: -2.79 -0.86 -1.80  0.269
H: -2.30 1.45 -0.93  0.272
H: 1.66 -1.90 1.18  0.407
H: -3.32 1.75 1.05  0.444
H: -1.96 1.30 1.80  0.475
H: -3.32 0.11 1.41  0.463

***

(x)
The following is a DFT calculation (ωB97M-V with the def2-TZVPD basis set) of a 2-piece molecular cluster, C9H13N3 overall.

Results
Lowest unoccupied orbital energy, eV: -10.1
Multiplicity: 1
Charge: +2

Last column: natural (NBO) charge in e.
Element x y z (Å)
C: 2.37 -0.81 -0.86  0.705
C: -2.58 0.08 -0.30  0.126
C: -0.57 1.33 -0.41  0.376
C: 2.84 0.47 -0.54  -0.507
C: -1.95 1.27 -0.80  -0.624
C: -1.03 -1.53 -1.08  -0.333
C: 1.58 0.88 0.35  -0.193
C: 0.17 -1.06 -0.35  0.231
C: 0.10 -2.00 1.64  -0.361
N: -2.18 -1.08 -0.33  -0.342
N: 1.38 -1.46 -0.89  -0.262
N: 0.32 0.39 -0.17  -0.340
H: -3.36 0.10 0.54  0.253
H: -0.16 2.34 -0.35  0.243
H: 3.62 0.37 0.10  0.300
H: 3.06 1.18 -1.22  0.298
H: -2.07 1.17 -1.93  0.350
H: -2.40 2.30 -0.51  0.324
H: -1.15 -1.11 -2.14  0.217
H: -1.22 -2.54 -1.21  0.278
H: 1.91 0.71 1.32  0.271
H: 1.67 2.05 0.17  0.286
H: 1.18 -2.26 1.62  0.210
H: -0.60 -2.83 1.38  0.259
H: -0.17 -1.20 2.36  0.233

***

Energy comparison, zero being the most stable, in kJ/mol: (w) 0.0; (x) 45.9.

***

(w)
The following is a DFT calculation (ωB97M-V with the def2-TZVPD basis set) of a 2-piece molecular cluster, C2H7NO overall.

Results
Lowest unoccupied orbital energy, eV: 0.3
Multiplicity: 1
Charge: 0

Last column: natural (NBO) charge in e.
Element x y z (Å)
C: 2.31 -1.42 0.34  0.271
O: 1.63 -0.40 0.17  -0.508
H: 3.34 -1.57 0.19  0.126
H: 1.79 -2.19 0.90  0.110
C: -1.56 1.20 0.08  -0.433
N: -1.14 0.29 -1.03  -0.822
H: -1.08 2.18 0.00  0.190
H: -2.66 1.16 -0.11  0.197
H: -1.24 0.83 1.09  0.170
H: -0.19 0.58 -1.05  0.356
H: -1.21 -0.66 -0.58  0.343

***

(x)
The following is a DFT calculation (ωB97M-V with the def2-TZVPD basis set) of a 2-piece molecular cluster, C2H7NO overall.

Results
Lowest unoccupied orbital energy, eV: 0.7
Multiplicity: 1
Charge: 0

Last column: natural (NBO) charge in e.
Element x y z (Å)
C: 1.69 0.55 1.06  -0.573
C: 1.25 -0.25 -0.03  0.198
O: 0.56 0.12 -1.10  -0.716
H: 2.64 0.26 1.46  0.204
H: 0.94 1.20 1.60  0.204
H: 1.63 -1.33 -0.07  0.131
H: -0.26 -0.38 -1.21  0.510
N: -1.87 -0.14 -0.52  -1.097
H: -1.64 0.60 0.16  0.387
H: -2.49 -0.78 -0.01  0.370
H: -2.46 0.15 -1.34  0.382

***

(y)
The following is a DFT calculation (ωB97M-V with the def2-TZVPD basis set) of a 2-piece molecular cluster, C2H7NO overall.

Results
Lowest unoccupied orbital energy, eV: -0.8
Multiplicity: 1
Charge: 0

Last column: natural (NBO) charge in e.
Element x y z (Å)
C: -2.02 0.50 1.20  0.060
N: -1.38 0.08 0.19  -0.545
H: -1.43 1.08 1.89  0.206
H: -3.11 0.53 1.15  0.197
H: -1.77 -0.47 -0.57  0.421
H: -0.28 0.01 0.12  0.467
C: 1.97 -0.33 -0.82  -0.211
O: 0.77 -0.87 -0.50  -0.938
H: 2.59 -0.04 0.11  0.102
H: 2.67 -1.06 -1.25  0.131
H: 1.99 0.57 -1.53  0.107

***

(z)
The following is a DFT calculation (ωB97M-V with the def2-TZVPD basis set) of a 2-piece molecular cluster, C2H7NO overall.

Results
Lowest unoccupied orbital energy, eV: 1.0
Multiplicity: 1
Charge: 0

Last column: natural (NBO) charge in e.
Element x y z (Å)
C: -0.19 -0.42 1.26  -0.728
C: -0.57 -0.94 -0.09  0.450
O: 0.16 -1.60 -0.79  -0.536
H: -0.05 0.65 1.24  0.255
H: 0.72 -0.96 1.49  0.228
H: -0.94 -0.71 2.00  0.221
H: -1.53 -0.65 -0.57  0.104
N: 0.48 2.15 -0.46  -1.076
H: 0.36 2.46 -1.41  0.368
H: 1.47 2.23 -0.27  0.358
H: 0.11 2.83 0.20  0.357

***

Energy comparison, zero being the most stable, in kJ/mol: (w) 140.4; (x) 160.6; (y) 267.7; (z) 0.0.